ORCA calculation (ωB97M-V with the def2-TZVPD basis set) on a structure of composition C4H4N2.

Geometry as ORCA input:
```
! RIJCOSX wB97M-V def2-TZVPD def2/J DEFGRID3
* xyz 0 1
C 0.36 0.47 -1.17
C -0.63 -0.41 -1.01
N -0.24 -0.89 0.31
C -0.55 -0.01 1.41
N 0.40 0.85 1.37
C 0.88 0.10 0.19
H 0.68 1.16 -1.94
H -1.44 -0.80 -1.62
H -1.33 -0.13 2.16
H 1.87 -0.34 0.31
*
```

Orbital gap ... 10.66 eV
ΔE to the lowest compared entry with this formula, charge and spin ... 312.5 kJ/mol
HOMO ... -9.58 eV